(1)
Molecular formula: C4H4
Method: DFT, ωB97M-V/def2-TZVPD

Gap between HOMO and LUMO: 8.388 eV
ΔE to the lowest compared entry with this formula, charge and spin: 118.48 kcal/mol
Highest occupied orbital energy: -9.6 eV

Cartesian coordinates (Å):
C (-0.893, 0.944, -0.246)
C (0.503, 1.483, -1.070)
C (0.888, 0.027, -0.300)
C (-0.571, -0.310, 0.382)
H (-1.819, 1.438, -0.292)
H (1.088, -0.835, -1.005)
H (1.750, -0.024, 0.478)
H (-0.953, -1.335, 0.607)

(2)
Molecular formula: C5H10O
Method: DFT, ωB97M-V/def2-TZVPD

Gap between HOMO and LUMO: 11.008 eV
ΔE to the lowest compared entry with this formula, charge and spin: 44.98 kcal/mol
SMILES: C1C[C@H]2C[C@@H]12.O
Highest occupied orbital energy: -10.0 eV

Cartesian coordinates (Å):
C (1.202, 0.679, 0.176)
C (-0.088, 1.327, -0.395)
C (-0.686, -0.063, -0.602)
C (0.188, -0.955, -1.421)
C (0.575, -0.702, -0.003)
H (1.359, 0.939, 1.226)
H (2.129, 0.852, -0.381)
H (-0.621, 1.885, 0.381)
H (0.012, 1.958, -1.283)
H (-1.744, -0.296, -0.497)
H (-0.247, -1.941, -1.571)
H (0.782, -0.586, -2.254)
H (0.724, -1.535, 0.682)
O (-1.305, -0.403, 2.374)
H (-1.785, -0.100, 1.596)
H (-0.640, -0.981, 1.982)

(3)
Molecular formula: C6H13NO3
Method: DFT, ωB97M-V/def2-TZVPD

Gap between HOMO and LUMO: 10.644 eV
ΔE to the lowest compared entry with this formula, charge and spin: 42.25 kcal/mol
SMILES: C=C[C@@H](C)O.COC(N)=O
Highest occupied orbital energy: -9.9 eV

Cartesian coordinates (Å):
C (1.925, -2.055, 0.047)
C (0.803, -1.325, 0.150)
C (-0.569, -1.619, -0.523)
C (-0.892, -0.607, -1.614)
O (-0.541, -2.919, -1.097)
H (2.013, -2.912, -0.612)
H (2.763, -1.896, 0.719)
H (0.813, -0.589, 0.947)
H (-1.368, -1.619, 0.225)
H (-0.021, -0.412, -2.249)
H (-1.685, -0.977, -2.274)
H (-1.265, 0.332, -1.199)
H (0.136, -2.901, -1.794)
C (0.899, 2.520, -0.141)
O (0.195, 1.524, 0.613)
C (-0.912, 1.928, 1.317)
N (-1.262, 0.985, 2.224)
O (-1.470, 3.005, 1.233)
H (0.464, 3.519, -0.065)
H (0.894, 2.215, -1.191)
H (1.933, 2.553, 0.213)
H (-0.792, 0.094, 2.252)
H (-2.059, 1.157, 2.818)

(4)
Molecular formula: C5H11NO
Method: DFT, ωB97M-V/def2-TZVPD

Gap between HOMO and LUMO: 8.403 eV
ΔE to the lowest compared entry with this formula, charge and spin: 110.89 kcal/mol
Highest occupied orbital energy: -7.4 eV

Cartesian coordinates (Å):
C (0.232, -0.259, 0.761)
C (0.502, 1.628, 1.355)
C (0.692, 0.149, -0.554)
N (-1.058, -0.491, 1.207)
C (-0.281, -0.883, -1.622)
C (0.214, -1.937, -2.264)
O (-0.753, 2.192, 0.935)
H (-1.368, 2.224, 1.686)
H (0.955, -0.909, 1.255)
H (-1.148, -0.992, 2.081)
H (-1.814, -0.308, 0.545)
H (0.572, 1.565, 2.447)
H (1.336, 2.239, 0.997)
H (0.539, 1.130, -0.991)
H (1.700, -0.193, -0.768)
H (-1.234, -0.441, -1.911)
H (1.200, -2.338, -2.032)
H (-0.285, -2.378, -3.126)

(5)
Molecular formula: C5H17NO2
Method: DFT, ωB97M-V/def2-TZVPD

Gap between HOMO and LUMO: 9.505 eV
ΔE to the lowest compared entry with this formula, charge and spin: 50.54 kcal/mol
SMILES: CCCCCN.O.O
Highest occupied orbital energy: -9.0 eV

Cartesian coordinates (Å):
C (0.211, -1.010, 2.660)
C (0.444, -0.074, 1.447)
C (1.428, -0.597, 0.291)
C (0.606, -0.989, -0.933)
C (-0.010, 0.255, -1.585)
N (0.466, 0.515, -3.005)
H (1.192, -1.337, 3.033)
H (-0.537, -1.883, 2.602)
H (-0.284, -0.588, 3.469)
H (-0.502, 0.182, 0.983)
H (0.891, 0.839, 1.933)
H (1.994, -1.411, 0.657)
H (2.082, 0.283, 0.196)
H (-0.146, -1.614, -0.394)
H (1.270, -1.310, -1.731)
H (0.377, 1.127, -0.966)
H (-1.069, 0.265, -1.630)
H (0.139, -0.196, -3.647)
H (1.385, 0.722, -3.319)
O (-0.047, 2.505, 0.951)
H (0.239, 3.118, 1.652)
H (-0.387, 3.078, 0.270)
O (-3.591, -0.808, -0.972)
H (-3.451, 0.134, -1.078)
H (-2.700, -1.205, -0.881)